No. 1
Below is a molecular structure, C17H32IN2O5P2Sn, with properties calculated with ωB97M-V/def2-TZVPD.

Values from the calculation:
Lowest unoccupied orbital energy in eV: -12.892
HOMO-LUMO gap in eV: 5.22
Net charge: +3
E in hartree: -2346.3986
HOMO level in eV: -18.110
Relative energy (zero: lowest compared OMol25 entry of this formula, charge and spin) in eV: 0.000

CARTESIAN COORDINATES (ANGSTROEM)
C (-0.003471, 0.516319, -7.945305)
C (0.004645, 1.327159, -6.680582)
H (-0.000457, 1.207407, -8.797416)
H (-0.902626, -0.108003, -7.976370)
H (0.886728, -0.120565, -7.980255)
O (0.014367, 2.521304, -6.549906)
I (-0.003415, 0.094567, -4.809195)
Sn (-0.014518, 0.193370, -1.102102)
P (2.628347, 0.339878, -1.144397)
C (3.289544, 1.746593, -0.192743)
C (3.535561, -1.071177, -0.436822)
H (4.583563, -0.992975, -0.759865)
H (4.450929, 0.286599, -2.698660)
H (3.117668, -2.024579, -0.798235)
H (2.904801, -0.131116, -3.520899)
H (2.885734, 1.751652, 0.828864)
H (3.489076, -1.051821, 0.663357)
C (3.382958, 0.534253, -2.784413)
H (4.387049, 1.657645, -0.150498)
H (3.269260, 1.572639, -3.120931)
H (3.025793, 2.687767, -0.691973)
P (-2.655643, 0.415909, -1.103904)
C (-3.273960, 1.863841, -0.182805)
C (-3.375411, 0.613531, -2.756605)
H (-3.191969, -1.927109, -0.686175)
H (-4.651589, -0.893246, -0.796091)
H (-3.660470, -0.889851, 0.703888)
C (-3.627871, -0.955443, -0.396131)
H (-2.902030, -0.068640, -3.479289)
H (-4.449040, 0.390648, -2.684861)
H (-4.375361, 1.833017, -0.181483)
H (-2.943330, 2.787925, -0.674084)
H (-3.231410, 1.645111, -3.098935)
H (-2.915660, 1.859807, 0.855587)
C (0.013992, 2.175114, 0.455594)
O (-0.137118, 3.246159, 0.846051)
C (-2.359888, -0.556727, 3.740312)
C (-0.958167, -0.450088, 4.322529)
C (0.158653, -1.030907, 3.418005)
C (1.538439, -1.012686, 4.133088)
C (1.918518, 0.324580, 4.757608)
C (-0.154215, -2.506008, 3.086961)
O (-0.568046, -3.314172, 3.906671)
N (0.096383, -2.918983, 1.774155)
C (-0.016295, -2.073350, 0.676194)
O (-0.041638, -2.456059, -0.504996)
N (-0.061119, -0.742637, 0.967073)
C (0.239323, -0.178783, 2.147465)
O (0.573285, 1.042071, 2.158941)
H (-2.510369, 0.132569, 2.897838)
H (-3.072083, -0.274544, 4.525066)
H (-2.579179, -1.583187, 3.422440)
H (-0.719793, 0.599884, 4.543889)
H (-0.893387, -1.005358, 5.267163)
H (1.525464, -1.804056, 4.898911)
H (2.311591, -1.289757, 3.395392)
H (1.279312, 0.578329, 5.613763)
H (2.955218, 0.271391, 5.106511)
H (1.842577, 1.116688, 4.000302)
H (-0.059229, -3.901918, 1.572287)

Cartesian forces (eV/Å) of the 2 atoms listed first:
0.00 -0.34 0.22
0.03 5.04 -1.17


No. 2
Below is a molecular structure, C31H35BrCoN5O3S2, with properties calculated with ωB97M-V/def2-TZVPD.

Values from the calculation:
Lowest unoccupied orbital energy (spin up / spin down) in eV: 2.496 / 2.495
HOMO-LUMO gap (spin up / spin down) in eV: 7.49 / 7.56
2S+1: 4
Net charge: -1
E in hartree: -6455.2243
HOMO level (spin up / spin down) in eV: -4.998 / -5.062
Relative energy (zero: lowest compared OMol25 entry of this formula, charge and spin) in eV: 0.353

CARTESIAN COORDINATES (ANGSTROEM)
Co (0.743143, -1.933289, 0.997282)
C (5.349265, 3.877886, -1.570424)
C (5.442995, 3.042498, -0.288641)
C (5.481458, 3.986794, 0.920184)
C (6.753086, 2.257998, -0.319561)
C (4.232863, 2.121412, -0.181339)
C (4.329044, 0.738231, -0.159035)
C (3.179117, -0.016987, -0.063476)
Br (3.304001, -1.916767, -0.076862)
C (1.880698, 0.512456, 0.023250)
O (0.832831, -0.262635, 0.087192)
C (1.779049, 1.930952, 0.001205)
C (2.951301, 2.665549, -0.106665)
C (0.461539, 2.729151, 0.061102)
C (0.292511, 3.477432, -1.267900)
C (0.551258, 3.752246, 1.203328)
C (-0.825480, 1.925659, 0.296075)
H (6.216318, 4.535656, -1.661762)
H (4.453863, 4.499640, -1.571555)
H (5.307535, 3.235881, -2.450987)
H (6.352445, 4.644123, 0.864949)
H (5.534080, 3.422070, 1.851331)
H (4.591980, 4.614717, 0.964460)
H (7.595284, 2.949833, -0.386259)
H (6.805840, 1.588001, -1.178974)
H (6.885309, 1.658838, 0.582300)
H (5.284104, 0.239385, -0.218279)
H (2.858204, 3.745191, -0.136214)
H (1.128316, 4.149731, -1.467597)
H (-0.624275, 4.071060, -1.247249)
H (0.221532, 2.773025, -2.097634)
H (1.383264, 4.446794, 1.083852)
H (0.671838, 3.245547, 2.161522)
H (-0.369075, 4.339204, 1.242703)
H (-1.026039, 1.218802, -0.503003)
H (-1.651463, 2.642176, 0.347147)
H (-0.797173, 1.364875, 1.227213)
S (1.428030, -2.406059, 5.633233)
C (1.402358, -2.023160, 4.028398)
N (1.454722, -1.782989, 2.890373)
O (-2.172194, -1.950026, 2.926014)
C (-2.287430, -1.978844, 1.714223)
N (-3.493784, -1.899936, 1.044569)
C (-3.308790, -1.841936, -0.382907)
C (-1.778277, -2.090792, -0.451986)
O (-1.142418, -2.193306, -1.484759)
N (-1.273770, -2.125537, 0.798662)
C (-4.094116, -2.926946, -1.120002)
C (-5.209763, -3.501563, -0.526306)
C (-5.967642, -4.446079, -1.204139)
C (-5.611947, -4.831715, -2.485893)
C (-4.492587, -4.267731, -3.081247)
C (-3.740001, -3.319013, -2.407651)
C (-3.655942, -0.474162, -0.984807)
C (-3.082535, -0.057017, -2.183550)
C (-3.419241, 1.169106, -2.734283)
C (-4.339486, 1.995172, -2.105602)
C (-4.916206, 1.586336, -0.915470)
C (-4.572848, 0.361325, -0.360365)
H (-4.279601, -1.530553, 1.546185)
H (-5.481097, -3.226677, 0.483378)
H (-6.831804, -4.884448, -0.722319)
H (-6.196105, -5.574017, -3.015337)
H (-4.194998, -4.571289, -4.076426)
H (-2.856631, -2.899226, -2.865650)
H (-2.341870, -0.682689, -2.660127)
H (-2.947620, 1.482575, -3.656381)
H (-4.596342, 2.954963, -2.536214)
H (-5.629364, 2.221549, -0.406776)
H (-5.030465, 0.076200, 0.576987)
N (1.921527, -5.031478, 3.341112)
C (0.900458, -4.676792, 2.546742)
N (-0.274122, -4.426419, 3.137817)
S (1.085944, -4.596979, 0.849873)
H (1.884631, -4.777250, 4.322211)
H (2.826885, -5.015857, 2.903321)
H (-0.277052, -4.126600, 4.108327)
H (-0.969072, -3.983245, 2.555102)

Cartesian forces (eV/Å) of the 2 atoms listed first:
-0.19 -0.49 0.02
-0.02 0.02 -0.02


No. 3
Below is 2 unconnected molecules or ions with the total composition CH6N2, with properties calculated with ωB97M-V/def2-TZVPD.

Values from the calculation:
Lowest unoccupied orbital energy in eV: 1.146
HOMO-LUMO gap in eV: 10.78
Net charge: 0
E in hartree: -151.1702
HOMO level in eV: -9.630
Relative energy (zero: lowest compared OMol25 entry of this formula, charge and spin) in eV: 0.783

CARTESIAN COORDINATES (ANGSTROEM)
C (2.656348, -0.100527, -0.020046)
N (1.995884, -0.948049, -0.690417)
H (2.261458, 0.195466, 0.946996)
H (3.587989, 0.329101, -0.395077)
H (2.421928, -1.031817, -1.614239)
N (-3.793717, 0.874714, 0.525610)
H (-4.206781, 0.347027, -0.220885)
H (-4.435794, 1.363765, 1.123740)
H (-3.111970, 0.340846, 1.035325)

Cartesian forces (eV/Å) of the 2 atoms listed first:
-0.23 -0.36 -0.31
-0.04 0.48 -0.16


No. 4
Below is a gas-phase ion, C9H10N3O (charge +1), with properties calculated with ωB97M-V/def2-TZVPD.

Values from the calculation:
Lowest unoccupied orbital energy in eV: -4.105
HOMO-LUMO gap in eV: 7.04
Net charge: +1
E in hartree: -587.9413
HOMO level in eV: -11.148
Relative energy (zero: lowest compared OMol25 entry of this formula, charge and spin) in eV: 7.470

CARTESIAN COORDINATES (ANGSTROEM)
C (-0.892324, 4.195299, -1.799709)
C (-1.166911, 2.984549, -2.537646)
C (-0.401194, 4.172012, -0.486783)
C (-0.856899, 1.784748, -1.884436)
C (-0.423220, 2.997093, 0.261073)
C (-0.566279, 1.813375, -0.500284)
C (-0.419670, 0.546900, 0.080667)
C (0.420939, -2.616636, 1.380749)
C (0.898370, -2.725253, 2.589525)
N (-0.381370, -0.590376, 0.470090)
N (0.416372, -3.371486, 0.239309)
N (1.055334, -4.624141, 0.314496)
O (-0.568602, -1.513747, 1.270988)
H (-1.033108, 5.111619, -2.269508)
H (-1.203113, 3.099758, -3.574816)
H (-0.087346, 5.098523, 0.084488)
H (-0.967186, 0.799277, -2.307844)
H (-0.100614, 3.020099, 1.316320)
H (1.002724, -2.056795, 3.449409)
H (1.689992, -3.586984, 2.663293)
H (1.728693, -4.767777, -0.515384)
H (0.224257, -5.161262, 0.529696)
H (1.631155, -4.608797, 1.226306)

Cartesian forces (eV/Å) of the 2 atoms listed first:
0.25 -2.71 0.48
2.28 0.94 3.00


> Which formula does entry 4 have?

C9H10N3O


> Which of these has the highest relative energy (zero: lowest compared OMol25 entry of this formula, charge and spin)?

C9H10N3O